ORCA calculation (wB97M-V/def2-TZVPD) on C20H16Cl4NO5Pt as an isolated structure in a non-equilibrium geometry.

Element x y z (Å)
1 Pt 0.1071 0.4980 -0.2563
2 Cl 4.0901 -0.3463 5.6151
3 Cl -0.1792 6.2081 0.5417
4 Cl 1.3441 5.5124 -2.0085
5 Cl -1.5600 5.6383 -1.8777
6 O -2.2472 -1.6292 -1.8109
7 O 1.8799 0.7690 0.5262
8 O -0.2359 2.5776 3.0728
9 O -0.2511 0.1539 -3.8814
10 O -1.5056 0.4773 -1.3495
11 N -0.0597 2.4901 -0.5022
12 C -2.6358 1.0585 -3.9537
13 C -0.1836 -2.5995 0.0772
14 C 1.7903 1.6497 1.4651
15 C 0.0767 -1.3076 -0.1029
16 C 3.0058 0.6934 4.8348
17 C -1.9534 -1.3165 -4.4769
18 C 0.8626 2.1493 3.5804
19 C -1.8243 -0.5354 -2.1574
20 C 1.9369 1.4630 2.8306
21 C 0.5281 -4.8345 -0.6673
22 C -0.1888 5.1368 -0.9593
23 C -0.2511 -4.4448 1.6513
24 C 2.8118 0.5511 3.4202
25 C 2.2491 1.6481 5.5408
26 C 0.0855 -3.5654 -0.9694
27 C 1.1197 2.2389 5.0060
28 C -0.6478 -3.1741 1.3426
29 C -0.2943 3.6145 -0.6170
30 C -1.6573 -0.1131 -3.6058
31 C 0.4808 -5.2354 0.7152
32 H 1.7160 2.7034 1.1726
33 H 3.3371 -0.2359 2.9047
34 H 0.0708 0.9171 -3.3278
35 H -1.2101 -2.5020 2.0478
36 H -3.0245 -1.5525 -4.3317
37 H -2.4749 1.8094 -3.1702
38 H -2.4352 1.6046 -4.9590
39 H -0.0852 -3.2749 -1.9856
40 H -0.4409 -4.9877 2.5798
41 H -3.7028 0.7695 -3.9632
42 H 2.4825 1.7010 6.6505
43 H 0.3550 2.7443 5.5824
44 H 0.8293 -5.5653 -1.4534
45 H -1.7445 -1.1931 -5.5592
46 H -1.2857 -2.1601 -4.1954
47 H 0.9199 -6.2042 0.9839

Cartesian forces (eV/Å) of the 6 atoms listed first:
-0.335 1.677 -0.971
0.459 -0.206 0.424
0.457 -1.208 -0.929
-1.196 -0.590 1.238
-0.601 -0.149 -0.514
0.336 1.162 -0.511

As for the expectation value of S²: 6.1070. As for the spin multiplicity: 5. The value obtained for the energy above the lowest of the compared OMol25 structures with the same formula, charge and spin is 100.5 kJ/mol. The electronic energy comes out at -86056.39265 eV. The calculation puts the HOMO-LUMO gap (spin up / spin down) at 4.28 / 5.89 eV. The net charge is -1.

Atom charges from the natural (NBO) analysis, given in e for atoms 1 to 8: atom 1 (Pt): 0.8819, atom 2 (Cl): 0.0437, atom 3 (Cl): 0.0373, atom 4 (Cl): -0.0086, atom 5 (Cl): 0.0932, atom 6 (O): -0.6087, atom 7 (O): -0.6876, atom 8 (O): -0.5160



ORCA calculation (wB97M-V/def2-TZVPD) on C20H16ClN6O8RbS2 as an isolated structure.

Element x y z (Å)
1 Rb -1.1883 0.7401 0.4670
2 Cl 3.7699 1.6427 -4.6125
3 S 0.1979 -2.9787 -0.1966
4 S -3.5327 -1.1155 4.6544
5 O -1.4795 3.7552 -3.2736
6 O -4.4481 -2.7051 -1.2178
7 O 1.8046 3.3625 -6.1273
8 O -2.5104 2.7214 3.5536
9 O -1.4182 2.5126 2.8494
10 O -2.8910 -1.4106 -0.4120
11 O -0.1109 4.0960 -5.2938
12 O -1.5710 2.3559 -1.5301
13 N -4.8138 -1.0981 2.2611
14 N -3.9372 0.8324 2.7587
15 N 2.2189 1.3397 -2.4642
16 N 0.9703 -1.0253 1.4513
17 N -3.3979 -2.1374 -1.1873
18 N 1.0141 1.6246 -1.9344
19 C 2.3630 1.9047 -3.6820
20 C 3.1491 0.5235 -1.7521
21 C -4.5842 0.9585 1.5530
22 C 0.9887 3.3878 -5.2255
23 C 4.9563 -1.0603 -0.4000
24 C 1.2128 2.6095 -3.9701
25 C 1.9138 -3.1624 1.9389
26 C 1.7025 -0.5199 2.4435
27 C -5.0859 -2.5134 2.2986
28 C 3.6791 -1.5311 -0.6610
29 C 1.0638 -2.3406 1.1564
30 C -4.0842 -0.4295 3.2090
31 C 2.5816 -1.2527 3.2177
32 C 2.6687 -2.6194 2.9501
33 C 0.3961 2.3844 -2.8224
34 C 5.3260 0.2152 -0.8091
35 C 2.7614 -0.7372 -1.3355
36 C 4.4200 1.0148 -1.4858
37 C -1.0120 2.8694 -2.5035
38 C -5.1255 -0.2356 1.2254
39 H -0.7017 3.9862 -4.4270
40 H 6.3175 0.5938 -0.5930
41 H -5.7049 -0.5489 0.3746
42 H -3.2871 1.7117 3.2188
43 H -5.4169 -2.7883 3.2986
44 H 5.6609 -1.6825 0.1384
45 H -5.8577 -2.7415 1.5645
46 H -4.1838 -3.0857 2.0733
47 H 3.3661 -2.5124 -0.3325
48 H 1.7556 -1.1059 -1.5051
49 H -4.6072 1.8936 1.0187
50 H 1.9601 -4.2180 1.7065
51 H 3.3259 -3.2537 3.5366
52 H 1.5673 0.5420 2.6344
53 H 4.6871 2.0131 -1.8058
54 H 3.1509 -0.7815 4.0074

Cartesian forces (eV/Å) of the 6 atoms listed first:
0.263 -0.211 0.480
-0.004 0.005 0.000
-0.016 -0.045 0.028
-0.003 -0.002 -0.008
-0.049 0.020 -0.029
0.043 -0.009 0.028

As for the spin multiplicity: 1. The value obtained for the energy above the lowest of the compared OMol25 structures with the same formula, charge and spin is 100.8 kJ/mol. The electronic energy comes out at -81166.99283 eV. The calculation puts the HOMO-LUMO gap (spin up / spin down) at 6.16 / 4.68 eV. The net charge is -2.

Atom charges from the natural (NBO) analysis, given in e for atoms 1 to 8: atom 1 (Rb): 0.9312, atom 2 (Cl): 0.0546, atom 3 (S): -0.5133, atom 4 (S): -0.4217, atom 5 (O): -0.7354, atom 6 (O): -0.3117, atom 7 (O): -0.6461, atom 8 (O): -0.3767



ORCA calculation (wB97M-V/def2-TZVPD) on C20H16F4N4S as an isolated structure in a non-equilibrium geometry.

Element x y z (Å)
1 S -2.0456 -1.7769 0.7122
2 F 2.4501 0.5472 4.0121
3 F 0.4056 0.2688 5.1848
4 F 5.5407 -2.9712 -1.6402
5 F 1.4068 -1.1774 3.7435
6 N -2.6805 2.4356 1.3617
7 N -0.4587 -1.1234 -1.0832
8 N -1.5211 2.1601 -0.4869
9 N -2.5013 -0.0815 -1.4836
10 C -0.6217 1.4808 2.9619
11 C -0.5477 1.6870 0.3579
12 C -0.4584 -2.1693 0.6313
13 C 2.5275 -2.6787 0.1653
14 C 4.3981 -2.5120 -1.5963
15 C -1.3351 1.8305 1.6822
16 C 1.2369 0.5099 1.6498
17 C 2.1674 -1.9650 -1.8389
18 C 0.5736 0.7021 2.8074
19 C 1.0703 -0.0366 3.9640
20 C -1.3778 1.8985 -2.1493
21 C 3.8440 -3.0559 -0.0824
22 C 3.3741 -2.1952 -2.3708
23 C 0.2923 -1.9650 -0.3205
24 C -2.7529 2.6118 0.1796
25 C -3.8904 3.0893 -0.4982
26 C -1.6312 -1.0432 -0.7711
27 C 0.7252 1.2099 0.2775
28 C -2.2503 0.7295 -2.5623
29 C 1.6699 -2.3845 -0.7803
30 H -4.2179 2.3973 -1.0782
31 H -0.1926 1.8222 -2.2922
32 H 2.2779 0.4034 1.4412
33 H 0.0408 -2.8225 1.5295
34 H 3.8127 -2.2453 -3.3173
35 H -3.4223 0.0666 -0.9272
36 H -1.2770 1.1101 3.7338
37 H -1.6001 3.0105 -2.3080
38 H 4.5957 -3.1744 0.5579
39 H 1.3726 -1.6239 -2.9185
40 H 2.3550 -2.6531 1.2733
41 H -4.4153 3.4139 0.1421
42 H 1.0714 1.0093 -0.7867
43 H -3.4257 3.9349 -1.0550
44 H -1.5439 0.2016 -3.1564
45 H -3.0413 1.1240 -2.8654

Cartesian forces (eV/Å) of the 6 atoms listed first:
-1.830 0.548 0.253
-1.232 0.230 1.647
1.604 -1.511 -2.397
5.678 -0.776 -2.908
-0.348 -7.101 0.224
3.104 -2.156 8.900

As for the spin multiplicity: 1. The electronic energy comes out at -48650.28172 eV. The calculation puts the HOMO-LUMO gap at 8.33 eV.

Atom charges from the natural (NBO) analysis, given in e for atoms 1 to 8: atom 1 (S): 0.4477, atom 2 (F): -0.4196, atom 3 (F): -0.3311, atom 4 (F): -0.2756, atom 5 (F): -0.2558, atom 6 (N): -0.4663, atom 7 (N): -0.4994, atom 8 (N): -0.4321



ORCA calculation (wB97M-V/def2-TZVPD) on C20H16FN3O3 in the gas phase in a non-equilibrium geometry.

Element x y z (Å)
1 F 1.4132 -3.4606 -1.7324
2 O -0.6866 5.8720 -0.9165
3 O -1.9464 -3.2799 1.7736
4 O 0.7035 -0.5594 -0.5816
5 N 0.2508 3.7166 -1.2671
6 N 2.0841 0.7909 0.5539
7 N 1.2172 1.6866 -1.4418
8 C -0.3014 -3.2423 0.0375
9 C -0.8444 -4.1809 -2.1817
10 C 0.0837 -3.5859 -1.3205
11 C 0.6874 -2.5161 0.8726
12 C 1.9618 -2.1871 2.9335
13 C 1.0271 -2.9729 2.1626
14 C 1.9943 -0.4274 1.2451
15 C 1.4036 2.9951 -1.1819
16 C 1.3467 0.6826 -0.5214
17 C 2.6518 4.9058 -0.2891
18 C 2.6072 3.5526 -0.6204
19 C 0.3198 4.9465 -0.9041
20 C -1.6166 -3.5304 0.4214
21 C -2.6115 -3.8606 -0.5325
22 C -2.2462 -4.2676 -1.7506
23 C 1.1725 -1.2495 0.4896
24 C -1.8445 5.5185 -1.7632
25 C 2.5518 -0.9796 2.3906
26 C 1.4519 5.5581 -0.3706
27 C -3.3179 -3.1100 2.2710
28 H 0.4566 1.4262 -2.1143
29 H 2.4532 -2.5996 3.8092
30 H 3.3169 -0.3871 2.8453
31 H -2.5479 6.3826 -1.7908
32 H -1.5934 5.2517 -2.7784
33 H -3.8956 -2.4254 1.6584
34 H -3.0087 -4.6336 -2.4223
35 H -3.6155 -3.9420 -0.3367
36 H 3.5188 5.3178 0.1672
37 H -2.4029 4.6827 -1.3223
38 H -0.4784 -4.5954 -3.0824
39 H 0.7291 -3.9831 2.4802
40 H -3.9147 -4.0570 2.1396
41 H 1.3782 6.5906 -0.0547
42 H 3.4710 2.9480 -0.3658
43 H -3.3796 -2.7915 3.3922

Cartesian forces (eV/Å) of the 6 atoms listed first:
-2.038 0.005 0.772
-1.944 -1.318 -1.801
-0.260 0.200 -0.174
0.165 1.710 -1.976
0.252 -0.992 -1.020
0.357 0.141 -0.306

As for the spin multiplicity: 1. The value obtained for the energy above the lowest of the compared OMol25 structures with the same formula, charge and spin is 318.7 kJ/mol. Its SMILES is COc1cccc(Nc2nc3cccc(-c4c(F)cccc4OC)c3o2)n1. The electronic energy comes out at -34327.50866 eV. The calculation puts the HOMO-LUMO gap at 8.68 eV.

Atom charges from the natural (NBO) analysis, given in e for atoms 1 to 8: atom 1 (F): -0.3325, atom 2 (O): -0.4964, atom 3 (O): -0.5259, atom 4 (O): -0.4352, atom 5 (N): -0.4988, atom 6 (N): -0.5281, atom 7 (N): -0.6031, atom 8 (C): -0.1036



ORCA calculation (wB97M-V/def2-TZVPD) on C20H16N2O3S in the gas phase in a non-equilibrium geometry.

Element x y z (Å)
1 S -4.0584 -2.2387 -0.7937
2 O -1.3851 3.8178 0.1309
3 O 0.6020 0.5892 2.3597
4 O 3.6231 -1.8541 -0.3656
5 N 1.3240 -1.2530 1.2764
6 N -1.9062 0.3840 0.9135
7 C 1.9104 0.6937 -2.0591
8 C -1.7684 1.7622 1.2818
9 C -1.4087 -1.7600 0.4072
10 C 5.2823 -0.4230 -0.7431
11 C -2.9911 -0.1458 0.2947
12 C 4.6010 -1.4984 -1.2170
13 C -4.9513 -0.7510 -0.6951
14 C 1.2494 2.2988 -0.4039
15 C -0.0849 1.9672 -0.6126
16 C 4.6705 -0.0898 0.4915
17 C -0.9264 -0.5836 0.9678
18 C 2.6769 -1.1736 1.7798
19 C -4.2815 0.2700 -0.1025
20 C -2.7117 -1.4841 -0.0138
21 C 0.3785 -0.3363 1.5926
22 C -0.4165 1.0078 -1.5625
23 C -1.1207 2.6463 0.2141
24 C 0.5818 0.3744 -2.2816
25 C 3.6659 -0.9915 0.6753
26 C 2.2417 1.6602 -1.1243
27 H 2.7191 -0.3189 2.4582
28 H 6.1098 0.0729 -1.2071
29 H 4.9415 0.7074 1.1522
30 H 4.7097 -2.0831 -2.1089
31 H -5.9449 -0.7321 -1.0972
32 H 1.4997 3.0473 0.3321
33 H 2.9063 -2.0908 2.3393
34 H -2.7442 2.1736 1.5505
35 H -0.9025 -2.7020 0.3395
36 H 3.2763 1.9181 -0.9578
37 H 2.6888 0.1965 -2.6188
38 H 1.1394 -1.9402 0.5650
39 H -1.0978 1.8241 2.1497
40 H -4.6881 1.2556 0.0322
41 H 0.3178 -0.3703 -3.0179
42 H -1.4521 0.7710 -1.7579

Cartesian forces (eV/Å) of the 6 atoms listed first:
0.141 0.370 0.184
0.028 0.066 0.071
0.011 0.146 0.107
-0.409 -0.294 0.221
0.076 -0.209 -0.123
0.138 -0.212 0.124

As for the spin multiplicity: 1. The value obtained for the energy above the lowest of the compared OMol25 structures with the same formula, charge and spin is 185.5 kJ/mol. Its SMILES is O=C(Cn1c(C(=O)NCc2ccco2)cc2sccc21)c1ccccc1. The electronic energy comes out at -40957.29505 eV. The calculation puts the HOMO-LUMO gap at 8.70 eV.

Atom charges from the natural (NBO) analysis, given in e for atoms 1 to 8: atom 1 (S): 0.4167, atom 2 (O): -0.5087, atom 3 (O): -0.6490, atom 4 (O): -0.4130, atom 5 (N): -0.5942, atom 6 (N): -0.3091, atom 7 (C): -0.2066, atom 8 (C): -0.3364



ORCA calculation (wB97M-V/def2-TZVPD) on C20H16N2O4S in the gas phase in a non-equilibrium geometry.

Element x y z (Å)
1 S 1.7696 -5.3419 -1.2992
2 O -1.6409 -3.5705 -3.5489
3 O 2.4023 -6.1724 -0.2630
4 O 2.6962 -4.9520 -2.3862
5 O -0.3828 4.6684 5.9209
6 N -0.6860 0.8446 -1.7837
7 N -1.4260 0.0098 -2.6741
8 C -0.3981 -3.9949 -2.9162
9 C -0.3471 0.3676 -0.5088
10 C 0.3059 4.0835 3.6736
11 C -1.8859 -2.2113 -3.4894
12 C -0.0169 1.8263 2.9363
13 C -0.5269 -1.9755 -1.4233
14 C -0.6920 1.5564 4.1138
15 C -0.7929 2.4903 5.1362
16 C -0.4873 -5.4947 -2.7863
17 C -0.0838 -1.4620 1.0399
18 C 0.9079 -3.9096 -0.6353
19 C -0.3093 3.7701 4.8992
20 C 0.0778 -0.5467 2.1095
21 C -0.1684 1.2776 0.5281
22 C 0.4582 -6.2391 -2.0685
23 C -0.0202 0.8269 1.8501
24 C -1.3178 -1.3910 -2.5298
25 C -0.2700 -1.0345 -0.3001
26 C -0.0405 -3.2448 -1.6188
27 C 0.4941 3.1187 2.7054
28 H 0.6556 5.0615 3.4778
29 H -0.7659 4.2552 6.6889
30 H -1.6398 0.3721 -3.6192
31 H 0.4222 -3.7975 -3.6512
32 H -1.1610 0.5943 4.2679
33 H 0.4495 -7.2971 -1.8665
34 H -0.8317 1.8273 -1.8864
35 H 1.0454 3.3763 1.7993
36 H -0.0764 -2.5081 1.2370
37 H 0.2249 -0.9210 3.1199
38 H -0.3469 2.3565 0.3159
39 H -2.4959 -1.7353 -4.2906
40 H -1.2377 2.2473 6.1076
41 H 1.6475 -3.2032 -0.2927
42 H -1.3127 -6.0405 -3.2171
43 H 0.3505 -4.3013 0.2339

Cartesian forces (eV/Å) of the 6 atoms listed first:
2.990 -1.366 -1.308
0.150 0.141 0.882
-1.592 1.362 -0.697
-1.672 0.266 1.470
0.462 1.004 -0.864
1.067 -0.838 0.186

As for the spin multiplicity: 1. The value obtained for the energy above the lowest of the compared OMol25 structures with the same formula, charge and spin is 291.8 kJ/mol. Its SMILES is O=S1(=O)C=C[C@H]2OC=C3NNc4cc(-c5ccc(O)cc5)ccc4C3=C2C1. The electronic energy comes out at -43000.85976 eV. The calculation puts the HOMO-LUMO gap at 7.09 eV.

Atom charges from the natural (NBO) analysis, given in e for atoms 1 to 8: atom 1 (S): 2.1085, atom 2 (O): -0.4973, atom 3 (O): -0.9199, atom 4 (O): -0.9358, atom 5 (O): -0.6630, atom 6 (N): -0.4473, atom 7 (N): -0.4537, atom 8 (C): 0.0142